# 1
13 unconnected molecules or ions with the total composition H26O13 in a non-equilibrium geometry. Source: OMol25; level of theory: the ωB97M-V functional and the def2-TZVPD basis.

Calculated values
ΔE to the lowest compared entry with this formula, charge and spin, eV: 4.154
Multiplicity: 1
HOMO-LUMO gap, Ha: 0.3467
Net charge: 0

The geometry in XYZ format:
```
39
Properties=species:S:1:pos:R:3:forces:R:3:mulliken_charge:R:1
H -0.2998 0.4154 0.0977 0.105 -0.019 -0.179 0.255
H 0.6856 1.0164 1.0866 0.095 0.100 -0.178 0.270
H -0.3438 0.3525 4.7907 -0.011 -0.047 0.143 0.302
H -0.6436 1.6066 5.5953 -0.046 -0.067 0.094 0.319
H -2.4048 -0.2565 -2.4678 0.127 0.065 -0.290 0.265
H -2.5254 0.9219 -3.4201 -0.210 0.015 0.155 0.324
H -0.9877 -4.9346 1.3107 -0.051 -0.053 -0.059 0.289
H -1.2894 -3.9010 0.2380 -0.034 0.123 0.055 0.289
H -3.3920 1.6343 -1.1834 -0.316 -0.207 -0.268 0.256
H -2.9359 2.9846 -1.7111 0.025 0.165 0.005 0.333
H 2.3677 0.3924 -0.9044 -0.365 0.264 -0.042 0.310
H 2.3975 0.3842 -2.4239 -0.058 0.093 0.010 0.371
H 3.9265 -0.4601 -1.9844 0.137 0.243 -0.012 0.402
H 4.2134 -1.7835 -2.6747 -0.030 0.032 -0.213 0.276
H -5.2731 -1.1781 -1.1100 0.049 0.150 0.009 0.294
H -3.7563 -1.1518 -1.2034 -0.271 0.051 0.017 0.277
H 3.7292 -1.5639 1.0446 0.155 -0.001 -0.050 0.320
H 3.1250 -2.1148 -0.2366 -0.033 0.022 -0.348 0.294
H 1.6029 -3.7407 -1.4495 0.019 0.055 -0.077 0.308
H 1.3904 -2.9600 -0.1629 -0.393 -0.112 0.098 0.353
H 3.4574 3.9521 1.9584 0.090 0.036 -0.101 0.306
H 2.5797 4.9084 1.1676 0.112 -0.018 -0.087 0.305
H -1.2276 -0.9161 2.2167 -0.108 -0.018 0.020 0.259
H -1.9603 -2.0598 2.8986 -0.031 -0.136 -0.137 0.282
H -1.7787 3.4722 0.2217 0.012 0.047 0.011 0.329
H -0.8268 4.5567 -0.2557 0.026 -0.043 -0.119 0.299
O 0.6442 0.5091 0.2681 -0.246 -0.187 0.538 -0.539
O -0.7527 0.6491 5.6116 0.074 0.104 -0.226 -0.623
O -3.0338 0.1961 -3.0410 0.596 -1.251 -0.707 -0.591
O -1.2110 -4.0044 1.1931 0.263 -0.920 -0.206 -0.582
O -3.5046 2.2370 -1.9270 0.062 1.293 0.672 -0.578
O 2.6983 0.8901 -1.6607 -0.172 0.592 0.412 -0.714
O 3.7966 -0.9263 -2.8179 0.631 -1.143 -0.377 -0.635
O -4.5072 -0.6368 -0.8874 -0.013 -0.297 0.355 -0.564
O 3.9707 -1.9526 0.1964 -0.084 0.067 0.234 -0.611
O 1.3507 -2.8701 -1.1217 0.155 -0.023 0.176 -0.672
O 3.4338 4.4625 1.1411 -0.177 0.000 0.210 -0.611
O -1.6184 -1.7796 2.0421 0.063 1.009 0.274 -0.527
O -1.0963 3.6489 -0.4356 -0.149 0.015 0.185 -0.642
```
Forces are in eV/Å.

=====

# 2
13 unconnected molecules or ions with the total composition H26O13 in a non-equilibrium geometry. Source: OMol25; level of theory: the ωB97M-V functional and the def2-TZVPD basis.

Calculated values
ΔE to the lowest compared entry with this formula, charge and spin, eV: 1.064
Multiplicity: 1
HOMO-LUMO gap, Ha: 0.3676
Net charge: 0

The geometry in XYZ format:
```
39
Properties=species:S:1:pos:R:3:forces:R:3:mulliken_charge:R:1
O 3.0810 -0.4688 1.0361 0.065 -0.439 0.043 -0.680
H 2.4586 0.1974 0.7445 -0.560 0.511 0.024 0.367
H 3.8980 0.0104 1.1745 0.266 0.090 -0.038 0.310
O -0.6382 0.1650 2.9539 0.386 0.959 0.052 -0.681
H -1.4350 0.4380 2.4991 -0.504 0.170 -0.127 0.293
H -0.6447 -0.7905 2.8969 0.212 -0.823 0.124 0.428
O 0.5646 -3.4882 -1.8642 -0.972 -0.335 0.100 -0.748
H 1.2661 -2.8490 -1.9888 0.810 0.415 -0.018 0.365
H 0.8795 -4.0561 -1.1610 0.404 -0.303 0.017 0.328
O -2.4722 0.2703 -2.9625 -0.217 -0.166 -0.129 -0.652
H -2.0552 0.8009 -2.2837 -0.017 0.253 0.410 0.323
H -1.7780 -0.3109 -3.2731 0.154 -0.222 -0.170 0.330
O 2.9588 -1.8652 -1.4915 -0.437 -0.376 -0.683 -0.669
H 3.7894 -2.2292 -1.1851 0.168 -0.045 0.077 0.274
H 2.6290 -1.3606 -0.7480 0.194 0.333 0.572 0.388
O -0.7799 -2.5059 2.6311 0.046 -0.313 0.832 -0.698
H -0.3320 -3.3065 2.9044 0.133 -0.052 0.328 0.305
H -0.9320 -2.6243 1.6935 -0.152 0.113 -0.742 0.426
O -2.7857 1.0382 1.3467 0.031 -0.135 0.027 -0.610
H -3.2276 0.8230 0.5254 -0.020 -0.068 -0.301 0.259
H -3.3017 1.7547 1.7163 -0.053 0.291 0.173 0.272
O -1.6252 2.7016 -1.4252 -0.409 -0.521 -0.084 -0.604
H -2.0878 3.3661 -1.9357 -0.192 0.309 -0.121 0.263
H -0.9531 2.3675 -2.0192 0.401 0.056 -0.041 0.262
O -0.1787 3.9164 0.5164 0.020 0.484 0.197 -0.674
H 0.5243 3.3722 0.8710 0.379 -0.163 0.372 0.354
H -0.7192 3.3102 0.0098 -0.205 -0.056 -0.230 0.342
O 1.3486 1.9740 2.0642 0.568 0.460 -0.529 -0.635
H 0.6333 1.4523 2.4282 -0.621 -0.642 0.432 0.376
H 2.1219 1.6968 2.5555 0.140 0.008 0.157 0.270
O 0.0905 0.1366 -0.3824 0.377 0.349 -0.640 -0.076
H -0.2938 0.4566 0.4338 -0.022 0.229 0.461 -0.018
H -0.2505 -0.7529 -0.4757 -0.251 -0.558 0.259 0.374
O 1.7164 1.3457 -2.3438 0.387 0.163 -0.413 -0.612
H 0.9969 1.8526 -2.7200 0.038 0.164 -0.128 0.297
H 1.2862 0.6374 -1.8648 -0.231 -0.119 0.443 0.275
O -1.0991 -2.3384 0.0333 -0.485 0.332 0.175 -0.761
H -0.6761 -2.9325 -0.5866 0.603 -0.389 -0.855 0.363
H -1.9774 -2.2052 -0.3232 -0.434 0.037 -0.027 0.274
```
Forces are in eV/Å.

=====

# 3
13 unconnected molecules or ions with the total composition H26O13 in a non-equilibrium geometry. Source: OMol25; level of theory: the ωB97M-V functional and the def2-TZVPD basis.

Calculated values
ΔE to the lowest compared entry with this formula, charge and spin, eV: 7.100
Multiplicity: 1
HOMO-LUMO gap, Ha: 0.3124
Net charge: 0

The geometry in XYZ format:
```
39
Properties=species:S:1:pos:R:3:forces:R:3:mulliken_charge:R:1
H -1.0456 0.7423 0.5207 0.341 -0.176 0.241 0.254
H 0.3507 0.1473 0.2488 2.156 -0.267 1.085 0.117
H 1.5390 -2.8976 -1.7139 -0.067 1.021 -0.259 0.274
H 1.3469 -1.4198 -1.4120 -1.307 2.309 3.117 0.304
H -3.7831 1.2886 0.8698 -0.165 -0.104 0.440 0.298
H -4.3824 1.8666 -0.3133 -0.025 0.544 -1.786 0.334
H 3.3485 -0.2829 1.2864 0.619 0.715 -0.406 0.277
H 1.8068 -0.0224 1.6566 2.720 -1.948 -0.042 0.260
H 2.2960 2.5578 -2.7761 0.294 -0.285 -0.307 0.289
H 1.9805 1.0637 -3.1407 -0.354 1.633 -0.230 0.331
H -5.0533 -0.8577 -1.6280 0.321 0.252 -0.717 0.321
H -4.9388 -0.6966 -0.1114 -1.109 -0.808 -1.364 0.328
H -2.0645 1.8768 -1.1703 0.020 3.050 1.897 0.189
H -1.4474 0.6835 -1.4974 0.166 -0.624 -0.662 0.458
H 1.4167 3.0864 -1.2842 -1.577 -0.146 0.714 0.221
H 0.2196 3.3048 -0.2551 0.304 0.341 0.006 0.250
H 1.4408 3.7637 2.0261 1.603 -1.587 -2.784 0.278
H 0.7129 4.9641 2.4537 -0.322 0.749 -0.067 0.322
H 0.1134 -3.1934 2.9870 1.773 -1.202 -1.818 0.300
H -1.3320 -3.6126 3.4546 0.863 0.334 -0.215 0.305
H 1.0868 -1.9938 4.0737 -0.608 -0.119 0.407 0.372
H 2.4018 -2.8079 4.0541 -0.444 0.858 0.028 0.280
H 3.9640 -1.7839 -1.1665 0.998 0.504 -0.790 0.254
H 3.2683 -2.7108 -0.2609 -0.621 2.305 -0.693 0.311
H -0.5204 -0.8192 -3.1465 1.344 1.783 0.489 0.236
H -0.9979 -2.1515 -2.7044 -0.054 0.691 -1.128 0.313
O -0.4768 0.3068 -0.1202 -2.139 -0.231 -0.691 -0.459
O 1.6294 -1.9856 -2.0424 -3.585 -3.603 -6.961 -0.569
O -4.6391 1.5859 0.5417 0.247 -0.539 1.323 -0.623
O 2.5548 -0.7333 1.5268 -3.504 1.599 0.700 -0.527
O 1.7082 2.0115 -3.3058 0.476 -1.552 0.014 -0.628
O -5.4280 -1.2047 -0.8287 0.736 0.584 2.014 -0.641
O -2.1575 1.2478 -1.8197 -0.724 -2.036 -1.805 -0.620
O 0.5364 2.7549 -0.9757 1.047 0.240 -0.185 -0.409
O 1.0698 4.1416 2.7606 -1.265 0.834 2.817 -0.601
O -0.6109 -2.9581 3.4959 -2.717 0.793 1.830 -0.652
O 2.0274 -1.9073 3.9601 1.014 -0.787 0.114 -0.598
O 3.1007 -1.8402 -0.7832 4.956 -2.641 5.222 -0.581
O -1.0418 -1.5148 -3.4602 -1.411 -2.484 0.449 -0.568
```
Forces are in eV/Å.